(1)
A molecular structure, C35H54AlBN5O4P2 at a distorted geometry. Source: the OMol25 dataset; level of theory: the ωB97M-V functional and the def2-TZVPD basis.

Cartesian coordinates (Å):
Al1 0.30496 0.13411 -0.39413
C1 3.54582 -0.43571 3.13192
C2 2.46455 -1.22032 3.89169
C3 2.40309 -0.74342 5.34397
C4 2.84205 -2.70331 3.85030
P1 0.91238 -0.93050 2.85401
C5 0.39536 0.72646 3.49397
N1 -0.21735 1.57371 2.47249
B1 -0.34082 1.50155 1.03842
N2 -1.18337 2.61871 0.68811
C6 -1.75413 3.05289 -0.56756
P2 -1.68454 1.66417 -1.76937
C7 -1.49474 2.62735 -3.38983
C8 -1.63462 1.69553 -4.60329
C9 -2.47141 3.79631 -3.53305
C10 -0.05437 3.16396 -3.36154
C11 -3.37329 0.81052 -1.63120
C12 -3.77918 0.80697 -0.15147
C13 -4.51018 1.40880 -2.45501
C14 -3.11775 -0.64460 -2.05892
C15 -1.45133 3.36422 1.82630
C16 -2.14985 4.55304 1.98273
C17 -2.24156 5.08890 3.25773
C18 -1.63869 4.45972 4.34453
C19 -0.93662 3.27447 4.19012
C20 -0.85171 2.72719 2.91729
C21 -0.50066 -2.03963 3.44766
C22 -0.30598 -3.39882 2.75992
C23 -1.78560 -1.42393 2.87839
C24 -0.64571 -2.22705 4.95431
H1 4.49611 -0.49805 3.66743
H2 3.69194 -0.85370 2.13403
H3 3.28949 0.62208 3.02802
H4 3.31880 -1.05593 5.85216
H5 2.34686 0.34219 5.42182
H6 1.56142 -1.16815 5.88818
H7 3.85976 -2.82963 4.22616
H8 2.18364 -3.30906 4.47344
H9 2.81799 -3.08555 2.82726
H10 -0.31069 0.59831 4.31925
H11 1.27858 1.23478 3.88422
H12 -2.78364 3.38207 -0.40932
H13 -1.19217 3.89864 -0.96937
H14 -2.52832 1.07332 -4.55571
H15 -1.70595 2.29968 -5.50965
H16 -0.76127 1.05166 -4.73155
H17 -3.48652 3.45636 -3.72648
H18 -2.48272 4.43677 -2.65146
H19 -2.15727 4.40901 -4.38104
H20 0.67685 2.36192 -3.24852
H21 0.15729 3.67628 -4.30256
H22 0.10561 3.88282 -2.55703
H23 -4.13701 1.78274 0.17609
H24 -4.59526 0.09515 -0.00976
H25 -2.95469 0.50501 0.49790
H26 -4.69821 2.44533 -2.17421
H27 -4.31824 1.36582 -3.52627
H28 -5.42277 0.83985 -2.26071
H29 -2.28954 -1.07799 -1.48635
H30 -4.00394 -1.25192 -1.86166
H31 -2.89048 -0.72567 -3.12514
H32 -2.59415 5.06905 1.14137
H33 -2.77798 6.01573 3.40874
H34 -1.70874 4.91270 5.32414
H35 -0.45208 2.81474 5.04142
H36 -0.21168 -3.26731 1.67930
H37 0.58131 -3.91837 3.11927
H38 -1.17125 -4.03986 2.94791
H39 -1.68531 -1.27183 1.79737
H40 -2.62256 -2.10611 3.04543
H41 -2.03552 -0.46613 3.33831
H42 0.21412 -2.74302 5.37913
H43 -0.77060 -1.27475 5.47308
H44 -1.53196 -2.83450 5.15726
O1 4.69301 -3.99570 -1.78680
C25 3.73870 -4.70579 -2.35663
O2 3.96503 -5.59372 -3.13572
C26 2.31975 -4.37816 -2.00892
C27 1.26537 -5.16378 -2.41452
N3 0.14297 -4.54023 -2.02274
N4 0.37771 -3.39259 -1.39030
C28 1.70549 -3.27630 -1.36078
C29 2.31282 -2.06939 -0.73208
O3 3.50720 -1.99744 -0.51746
O4 1.49106 -1.12350 -0.37855
H45 4.35495 -3.24036 -1.25372
H46 1.26833 -6.09954 -2.94753
H47 -0.80326 -4.86698 -2.12287
N5 0.45360 -0.33887 -2.53701
C30 1.72032 -0.26647 -3.25612
C31 2.79344 0.41913 -2.70802
C32 3.99559 0.48697 -3.39479
C33 4.12023 -0.12891 -4.63029
C34 3.03904 -0.79448 -5.19070
C35 1.83643 -0.86253 -4.50606
H48 0.24299 -1.33445 -2.38165
H49 -0.27653 -0.00878 -3.15682
H50 2.67805 0.89262 -1.73832
H51 4.83597 1.01835 -2.96962
H52 5.05627 -0.07676 -5.16923
H53 3.13522 -1.26121 -6.16156
H54 0.98624 -1.37689 -4.94151

- Frontier orbital gap: 7.2 eV
- Highest occupied orbital energy: -0.388 Ha
- Energy relative to the best compared isomer or geometry (same formula, charge and spin): 44.2 kcal per mole
- Charge: +1
- Molecular weight: 708.59 g/mol
- E_tot: -2890.807957 hartree

(2)
A molecular structure, C35H54CoN6O2P. Source: the OMol25 dataset; level of theory: the ωB97M-V functional and the def2-TZVPD basis.

Cartesian coordinates (Å):
Co1 0.01051 0.10757 0.90297
N1 -3.23091 -1.08961 0.98577
C1 -3.16210 -0.66142 2.36757
C2 -2.08053 -1.30742 3.20584
N2 -0.71518 -0.80499 2.91808
C3 -0.07121 -0.15276 4.07919
C4 0.26226 1.28789 3.78284
N3 1.12570 1.29447 2.60461
H1 -2.34050 -0.96955 0.50884
H2 -3.46760 -2.07327 0.91886
H3 -4.12635 -0.86945 2.83828
H4 -3.03529 0.42448 2.39353
H5 -2.09676 -2.39075 3.05396
H6 -2.30865 -1.14012 4.26180
H7 -0.14747 -1.62760 2.72954
H8 0.84870 -0.69537 4.31944
H9 -0.70793 -0.21556 4.96248
H10 0.71655 1.76455 4.65695
H11 -0.64587 1.83949 3.53816
H12 2.01902 0.86727 2.82964
H13 1.32302 2.23776 2.29416
C5 1.46242 3.85967 0.25161
C6 0.02941 4.01315 0.76454
C7 -0.00869 4.57921 2.18361
P1 -0.98524 2.47949 0.45867
C8 -2.72131 3.08132 0.70607
C9 -3.71062 2.25546 -0.11828
C10 -3.15773 3.15044 2.18365
C11 -0.84342 2.35441 -1.32880
C12 -1.08381 3.45493 -2.15811
C13 -0.96254 3.39214 -3.53174
C14 -1.22713 4.58084 -4.41405
C15 -0.57013 2.16232 -4.06637
C16 -0.33748 1.06022 -3.27286
C17 -0.48850 1.11218 -1.87126
N4 -0.26848 -0.01638 -1.06754
C18 -0.28479 -1.22933 -1.82981
C19 -1.51706 -1.74312 -2.29329
C20 -2.78791 -0.93870 -2.21913
C21 -1.54250 -2.95284 -2.97252
C22 -0.38212 -3.65684 -3.27668
C23 -0.44225 -4.95694 -4.03259
C24 0.82331 -3.08774 -2.90729
C25 0.89294 -1.87565 -2.21698
C26 2.25156 -1.24846 -2.04747
H14 1.92984 4.84234 0.16874
H15 1.49490 3.39122 -0.73227
H16 2.09356 3.27571 0.92597
H17 -0.45894 4.75167 0.12034
H18 0.51688 3.95704 2.91132
H19 -1.02189 4.72723 2.55013
H20 0.48694 5.55183 2.19456
H21 -2.70510 4.09603 0.29272
H22 -3.76336 1.22016 0.22230
H23 -3.45959 2.25444 -1.17809
H24 -4.70849 2.68347 -0.00543
H25 -2.47408 2.63782 2.86123
H26 -4.13494 2.68316 2.30770
H27 -3.24582 4.17761 2.53491
H28 -1.38312 4.40044 -1.71620
H29 -1.60306 5.42360 -3.83441
H30 -1.96712 4.34968 -5.18117
H31 -0.32037 4.90811 -4.92561
H32 -0.44701 2.06639 -5.13944
H33 -0.04646 0.12971 -3.74036
H34 -2.84416 -0.29938 -1.34580
H35 -3.66386 -1.58653 -2.23528
H36 -2.84720 -0.27410 -3.08435
H37 -2.50019 -3.33556 -3.31092
H38 -0.83818 -4.80962 -5.03846
H39 -1.09898 -5.67926 -3.54216
H40 0.54532 -5.40671 -4.12840
H41 1.75042 -3.57262 -3.19728
H42 2.76357 -1.23341 -3.01103
H43 2.88074 -1.81620 -1.36168
H44 2.16186 -0.22494 -1.68566
N5 -1.05102 -5.12011 -0.07892
C27 -0.02824 -5.10093 0.95043
C28 0.15597 -3.69640 1.48608
O1 0.73559 -3.43005 2.51107
O2 -0.37171 -2.73312 0.72793
H45 -1.91987 -5.52492 0.24148
H46 -0.76331 -5.59645 -0.92057
H47 -0.81509 -3.17640 -0.03748
H48 0.94138 -5.38850 0.53805
H49 -0.21904 -5.75904 1.79978
N6 1.91719 -0.78512 0.98595
C29 3.06186 -0.86326 0.99875
C30 4.49552 -0.96346 1.00001
C31 5.21403 -0.42939 -0.06781
C32 6.59504 -0.52240 -0.05571
C33 7.24026 -1.14217 1.00673
C34 6.51575 -1.67528 2.06519
C35 5.13455 -1.58867 2.06862
H50 4.69385 0.04346 -0.88929
H51 7.16770 -0.11233 -0.87561
H52 8.31963 -1.21247 1.00910
H53 7.02646 -2.16000 2.88512
H54 4.55402 -2.00771 2.87932

- Frontier orbital gap (spin up / spin down): 7.0 / 6.9 eV
- Highest occupied orbital energy (spin up / spin down): -0.341 / -0.342 Ha
- ⟨S²⟩: 3.761
- Charge: +1
- Molecular weight: 680.76 g/mol
- 2S+1: 4
- E_tot: -3569.096791 hartree